Here is an isolated ion of composition C3H3N2S and charge +1 at a distorted geometry from OMol25. Energies are from ωB97M-V with the def2-TZVPD basis set.

Its relative energy (zero: lowest compared OMol25 entry of this formula, charge and spin) is 345.6 kJ/mol. The calculation puts the gap between HOMO and LUMO (alpha / beta) at 7.75 / 7.75 eV. The total energy comes out at -16962.57070 eV. The total charge is +1.

Geometry as XYZ:
```
9
C3H3N2S, DFT ωB97M-V with the def2-TZVPD basis set
C 0.08 0.57 0.20
C 0.68 -2.74 -0.01
H 1.25 -3.56 -0.29
H 1.01 0.52 -0.42
N -0.27 -0.73 0.82
S -2.53 0.66 -1.11
C -1.16 0.61 -0.47
N 0.29 -1.74 0.39
H 0.23 1.47 1.00
```

These are the Mulliken partial charges, in e, on atoms 1 to 8:
1 C 0.025
2 C -0.151
3 H 0.515
4 H 0.357
5 N -0.800
6 S -0.100
7 C 0.352
8 N 0.515

Here is the molecule C8H11N at a distorted geometry from OMol25. Energies are from ωB97M-V with the def2-TZVPD basis set.

Its relative energy (zero: lowest compared OMol25 entry of this formula, charge and spin) is 481.4 kJ/mol. The calculation puts the gap between HOMO and LUMO at 10.14 eV. As for the SMILES: C1[C@@H]2[C@H]1[C@@H]1N[C@H]2[C@H]2C[C@H]21. The total energy comes out at -9958.13458 eV. The total charge is 0.

Geometry as XYZ:
```
20
C8H11N, DFT ωB97M-V with the def2-TZVPD basis set
H -0.19 0.90 1.82
H 0.87 2.03 -0.07
H 2.52 -1.49 1.60
H 1.44 -0.36 2.53
C 1.36 0.03 0.25
C 0.62 -1.20 0.62
C -1.72 0.75 -1.52
H -1.35 -1.40 -1.74
H 0.32 0.46 -2.28
H -1.94 0.71 -2.58
C -0.60 -0.72 0.62
H -1.38 -1.21 1.06
C -1.07 -0.56 -0.98
N -0.63 0.77 0.86
C 0.39 1.03 0.02
H 0.98 -2.10 0.00
C -0.21 0.57 -1.37
H -1.90 1.92 -0.93
C 1.69 -0.72 1.56
H 2.23 0.12 -0.58
```

These are the Mulliken partial charges, in e, on atoms 1 to 8:
1 H 0.288
2 H 0.344
3 H 0.262
4 H 0.242
5 C -0.296
6 C 0.046
7 C -0.773
8 H 0.252

Here is C36H38BF4N6S3Sr as an isolated structure from OMol25. Energies are from ωB97M-V with the def2-TZVPD basis set.

Its relative energy (zero: lowest compared OMol25 entry of this formula, charge and spin) is 7.8 kJ/mol. The calculation puts the gap between HOMO and LUMO at 6.28 eV. The total energy comes out at -91790.30174 eV. The total charge is -1.

Geometry as XYZ:
```
89
C36H38BF4N6S3Sr, DFT ωB97M-V with the def2-TZVPD basis set
F -2.82 1.55 3.16
C -2.44 -3.87 3.20
B -2.58 0.32 2.57
C 1.24 2.54 1.33
C 0.26 -1.21 -5.46
C 1.58 0.14 3.34
N 0.34 -0.91 -2.72
C -2.15 -2.68 1.16
C 3.55 -2.01 2.00
S -0.97 1.68 -2.01
C 2.20 0.21 1.97
N -0.89 -2.36 1.48
C 3.46 -0.22 0.10
C 2.83 1.03 -0.07
C 0.33 -3.69 -1.78
H 3.05 -2.92 1.63
H -3.33 4.35 4.08
H 4.63 -2.16 1.84
C -2.53 4.62 2.13
S -0.33 7.28 -0.75
H -1.74 -4.09 -2.18
C 1.42 -0.78 -4.84
F -1.48 0.47 1.62
C 1.41 -0.65 -3.46
C -0.86 -1.49 -4.70
H -2.72 -2.18 -2.98
H -4.14 8.12 2.21
H 2.10 2.39 -1.60
H -3.54 -2.74 -0.47
N -1.59 -2.23 -1.18
H 3.53 1.47 -2.06
C 0.74 -4.39 -2.91
H 3.14 -2.71 -0.52
C 2.10 -4.47 -3.19
H 4.06 -3.91 -2.49
H -2.96 -1.12 -0.05
H -1.78 -1.82 -5.15
H -4.35 6.62 4.16
Sr 0.17 -0.34 -0.01
C 2.06 1.30 1.08
H 4.98 -1.67 -0.39
H 0.48 0.20 3.32
C -3.23 5.03 3.25
C -0.40 -2.80 2.63
H 1.84 -0.78 3.86
H 0.23 -1.32 -6.54
C -1.13 -3.56 3.52
C 3.06 -0.74 1.36
H 4.22 -0.96 -1.81
C 2.49 -3.20 -1.22
C -1.14 3.27 -1.36
C -2.65 -2.17 -0.17
S -0.18 4.58 -2.02
C -3.00 6.73 1.06
H -2.11 3.62 2.08
H 3.68 2.82 -0.95
H 1.79 3.29 1.91
H -2.43 -0.61 -2.19
C 4.55 -0.75 -0.79
C -3.69 7.14 2.19
C -1.98 -1.58 -2.43
C -2.41 5.48 1.04
H 0.62 -2.50 2.85
N -1.70 5.00 -0.11
C -0.78 -1.33 -3.32
C -2.96 -3.43 1.99
N -1.87 3.65 -0.37
H 0.32 2.33 1.89
H 3.40 -1.99 3.08
H 2.44 -4.99 -4.08
H -0.69 -3.88 4.46
H 2.28 -0.30 -2.92
N 1.19 -3.09 -0.95
C 2.99 -3.87 -2.32
C -3.81 6.29 3.29
H -1.25 -4.16 -0.48
H 1.92 0.97 3.97
C 3.04 1.97 -1.22
H 0.95 3.02 0.40
H 0.01 -4.83 -3.56
H -3.98 -3.64 1.71
C -1.13 -3.59 -1.41
H 2.32 -0.55 -5.40
H -2.90 7.38 0.20
F -2.18 -0.62 3.53
H 5.37 -0.03 -0.87
C -0.83 5.69 -0.87
H -3.05 -4.45 3.88
F -3.69 -0.15 1.87
```

These are the Mulliken partial charges, in e, on atoms 1 to 8:
1 F -0.272
2 C -0.705
3 B 0.031
4 C -0.828
5 C -0.596
6 C -1.519
7 N 1.532
8 C 0.481

Here is a 6-piece molecular cluster, C27H45N2O18PS overall at a distorted geometry from OMol25. Energies are from ωB97M-V with the def2-TZVPD basis set.

The calculation puts the gap between HOMO and LUMO at 8.66 eV. As for the SMILES: CCNC(=O)O[C@H]([PH2]=S)N(C)C(C)=O.C[C@@H]1COC(=O)O1.C[C@@H]1COC(=O)O1.C[C@@H]1COC(=O)O1.C[C@@H]1COC(=O)O1.C[C@@H]1COC(=O)O1. The total energy comes out at -88683.20716 eV. The total charge is 0.

Geometry as XYZ:
```
94
C27H45N2O18PS, DFT ωB97M-V with the def2-TZVPD basis set
H 3.01 -0.28 -10.68
H 1.91 2.17 -9.20
O 0.07 -4.36 -0.08
C -0.34 -6.35 3.72
N -1.77 4.57 1.78
C -0.03 -1.94 0.01
H -2.17 -2.67 5.94
C 0.83 -5.28 -0.73
O 0.97 1.70 -1.51
C -0.68 5.20 0.95
O -2.95 -1.16 8.19
O 2.34 2.08 -3.30
H 2.64 -2.75 -1.17
H 3.33 2.83 -10.05
H 0.54 3.29 0.20
H -2.49 6.08 3.16
C 4.65 2.43 -7.69
H 1.60 2.83 -5.05
H 1.46 -3.22 0.90
H 4.23 0.92 -11.13
C -3.33 1.07 -2.02
H -1.37 -3.39 8.05
H -1.30 2.31 4.27
O 0.34 -5.14 3.41
H 0.40 -7.06 4.12
O -0.56 -4.91 5.46
C 3.72 3.25 -4.92
H 3.66 3.84 -5.84
H -2.65 -1.01 5.62
C -1.05 -2.38 8.34
H 3.15 0.27 -8.33
P -0.57 2.31 2.99
C 3.00 2.26 -9.17
O -3.55 -1.34 10.39
O -0.77 6.55 0.77
C 0.57 4.45 0.21
H -2.21 -5.43 4.36
O 0.97 -3.38 4.73
H 1.64 4.77 0.61
O 4.91 1.31 -8.42
H 0.54 3.20 3.15
O 1.00 3.73 -2.57
H -1.17 -0.34 7.65
C 1.92 4.30 -3.49
H 4.42 3.74 -4.24
H -2.65 1.90 -1.56
O -2.88 0.32 1.07
O 0.58 -6.47 -0.79
C 2.34 3.10 -4.29
H -5.60 0.98 -1.76
H -1.55 2.67 0.60
H 1.43 5.06 -4.11
H 1.18 -2.98 -2.16
C -4.65 0.72 -1.08
C 0.85 -3.17 -0.01
C -1.31 -5.90 4.77
H -0.46 -1.74 -0.98
C -3.56 1.48 1.07
O 3.42 2.95 -8.01
C -1.80 3.06 1.69
H -2.75 0.06 -2.17
H -1.89 -6.37 2.20
C -1.87 -1.63 6.08
H 0.56 4.79 -0.94
H -1.61 -6.71 5.44
C -1.70 -1.29 7.54
C 0.32 -4.39 4.55
H 4.73 -0.52 -10.25
C 3.92 0.22 -10.34
H -1.29 -7.97 2.65
H -4.69 -0.44 -0.86
H -0.93 -1.48 5.53
H -3.70 1.43 -3.08
S 0.12 0.56 2.49
O -3.21 2.63 1.95
C -2.75 -1.52 9.49
O 5.41 2.91 -6.87
O 1.92 -4.69 -1.33
C 3.68 0.93 -9.03
C 1.39 2.43 -2.38
H 0.55 -1.06 0.31
C -1.83 5.09 3.20
H 0.04 -2.33 8.32
H -0.87 -2.07 0.70
H -0.32 -6.90 1.62
C 1.69 -3.29 -1.25
N -4.77 1.59 0.15
C -0.99 -6.93 2.48
H -5.58 1.22 0.73
H -0.79 5.41 3.65
H 2.73 4.76 -2.92
O -1.53 -2.13 9.65
H 4.14 2.26 -5.16
H -2.36 4.38 3.97
```

These are the Mulliken partial charges, in e, on atoms 1 to 8:
1 H 0.374
2 H 0.314
3 O -0.356
4 C 0.431
5 N 0.159
6 C -1.199
7 H 0.134
8 C 0.652

Here is C30H24AsBr4F9N4O6SSbTa as an isolated structure from OMol25. Energies are from ωB97M-V with the def2-TZVPD basis set.

Its relative energy (zero: lowest compared OMol25 entry of this formula, charge and spin) is 133.4 kJ/mol. As for the expectation value of S²: 0.77. Its spin multiplicity is 2. The calculation puts the gap between HOMO and LUMO (alpha / beta) at 7.05 / 4.80 eV. The total energy comes out at -434133.78944 eV. The total charge is +1.

Geometry as XYZ:
```
81
C30H24AsBr4F9N4O6SSbTa, DFT ωB97M-V with the def2-TZVPD basis set
C 2.22 2.99 0.27
H 3.16 2.82 -1.66
H 2.83 0.58 -2.40
H -1.25 1.83 -4.89
F -4.48 4.77 0.30
H -2.30 0.87 0.23
Ta 1.08 -0.64 1.86
H 0.39 -3.94 0.11
F 1.42 -0.57 3.96
N 0.10 -2.99 -2.93
H 0.76 -4.81 -2.11
O -0.99 -0.71 1.85
C 0.66 -2.19 -1.85
C 3.22 4.58 1.78
C -1.06 -3.97 3.36
N -0.27 -2.09 -0.69
Br -3.03 -5.71 4.33
S 3.58 -0.71 0.78
H -1.36 -0.52 -1.54
As 0.69 1.01 4.72
H -2.25 -1.48 -0.33
H 1.60 -2.63 -1.51
C 1.94 0.87 -2.93
C -1.16 -2.38 -3.34
H -4.39 2.20 0.31
C -0.97 3.99 0.11
F -0.07 2.48 4.96
O 0.61 -2.50 2.48
H -0.60 -4.95 -3.24
C -0.37 1.56 -4.32
H 3.26 5.09 2.73
C 2.25 3.64 1.50
F 2.22 1.68 4.51
C -2.41 -4.13 3.57
F -0.79 0.17 4.56
H 4.90 4.51 -1.17
C -1.55 -1.53 -1.17
Br -4.09 -0.54 2.11
C -2.36 -3.69 -1.75
C 3.17 3.31 -0.70
H -2.79 -4.28 -2.55
H -1.59 -2.96 -4.15
H -1.27 -3.48 0.56
F 0.97 0.46 6.27
H -2.13 5.81 0.17
F 5.10 5.78 1.06
H -0.97 -1.37 -3.70
H -3.07 -3.66 -0.92
O 2.22 -1.54 0.59
Br 0.24 -5.24 3.80
O 2.95 0.13 1.93
H -0.02 4.51 0.05
C -0.54 -3.49 -0.25
N -1.11 -4.32 -1.30
C -3.42 2.68 0.26
C -3.35 4.06 0.24
C -0.63 -2.78 2.77
C -2.25 1.95 0.20
C 4.16 4.87 0.80
H 2.77 0.39 -4.86
Sb 0.77 1.52 -0.14
C -0.17 -4.35 -2.43
C 1.92 0.75 -4.31
C 0.82 1.32 -2.24
C -2.93 -1.92 2.60
F 0.55 1.22 2.80
N -2.13 -2.32 -2.24
C -1.56 -1.74 2.39
C -2.14 4.73 0.17
C 0.76 1.10 -4.98
H 0.85 -1.19 -2.24
O 4.58 -1.58 1.26
C -1.02 2.60 0.12
H -1.21 2.06 -2.43
O 3.77 0.10 -0.37
C -3.35 -3.10 3.18
C 4.15 4.25 -0.44
F 0.73 0.98 -6.30
C -0.33 1.68 -2.94
Br -5.17 -3.36 3.48
H 1.51 3.41 2.27
```

These are the Mulliken partial charges, in e, on atoms 1 to 8:
1 C 0.888
2 H 0.324
3 H 0.553
4 H 0.491
5 F -0.333
6 H 0.019
7 Ta 2.212
8 H 0.170